Formula: C35H24Cl5CoN7O3S
Source: the OMol25 dataset
Level of theory: ωB97M-V/def2-TZVPD

Each line ends with the Löwdin charge.
CARTESIAN COORDINATES (ANGSTROEM)
Co  -0.296  -0.376  1.492  0.31
Cl  -2.557  -1.932  3.564  0.67
C  -1.319  -0.979  4.320  -0.66
C  -0.322  -0.367  3.537  -0.18
C  0.647  0.298  4.323  -0.64
Cl  2.047  1.034  3.597  0.70
C  0.600  0.399  5.719  -0.71
Cl  1.835  1.239  6.611  0.60
C  -0.441  -0.185  6.426  -0.73
Cl  -0.523  -0.062  8.155  0.60
C  -1.401  -0.889  5.717  -0.71
Cl  -2.691  -1.649  6.605  0.60
C  4.444  6.835  -1.784  -0.10
O  5.164  6.229  -2.839  -0.10
C  4.681  5.035  -3.298  -0.30
C  3.471  4.477  -2.904  -0.02
C  3.080  3.242  -3.407  -0.01
C  3.897  2.522  -4.300  -0.32
C  5.089  3.141  -4.726  -0.04
C  5.477  4.364  -4.228  -0.03
N  3.590  1.289  -4.822  0.02
N  2.575  0.634  -4.283  0.01
C  2.446  0.359  -2.983  -0.29
C  3.519  0.370  -2.049  -0.04
C  3.330  0.102  -0.713  0.00
C  2.043  -0.180  -0.165  -0.36
O  1.841  -0.411  1.043  -0.07
C  0.930  -0.216  -1.114  -0.11
N  -0.287  -0.479  -0.592  0.07
C  -1.296  -0.666  -1.412  -0.13
C  -1.185  -0.525  -2.798  -0.06
C  0.025  -0.172  -3.335  -0.01
C  1.133  -0.029  -2.491  -0.09
H  5.019  7.707  -1.481  0.08
H  4.335  6.160  -0.932  0.10
H  3.451  7.160  -2.104  0.09
H  2.816  4.987  -2.210  0.10
H  2.128  2.827  -3.107  0.11
H  5.718  2.612  -5.433  0.10
H  6.404  4.828  -4.546  0.11
H  4.512  0.591  -2.419  0.10
H  4.164  0.122  -0.022  0.11
H  -2.239  -0.947  -0.957  0.10
H  -2.054  -0.683  -3.424  0.09
H  0.154  -0.021  -4.400  0.10
C  -7.155  -1.440  0.047  -0.11
C  -6.615  -0.604  1.211  -0.26
C  -5.272  -0.011  0.926  -0.64
N  -4.170  -0.415  1.438  -0.01
N  -3.049  0.283  1.055  0.01
C  -3.341  1.256  0.231  -0.71
N  -2.428  2.072  -0.329  0.10
S  -5.053  1.363  -0.151  1.01
H  -8.168  -1.789  0.261  0.06
H  -6.520  -2.311  -0.123  0.08
H  -7.181  -0.852  -0.873  0.06
H  -6.500  -1.221  2.102  0.11
H  -7.320  0.199  1.441  0.10
H  -1.507  2.039  0.142  0.04
H  -2.723  2.888  -0.828  0.09
O  0.480  3.827  1.870  -0.02
C  0.130  2.693  1.643  -0.52
N  -0.264  1.603  1.373  0.04
C  -0.428  -2.249  1.422  -0.09
C  -0.463  -3.459  1.228  -0.12
C  -0.517  -4.878  1.077  -0.26
C  -1.408  -5.489  0.178  -0.05
C  -1.465  -6.870  0.050  -0.12
C  -0.635  -7.688  0.809  -0.14
C  0.261  -7.100  1.696  -0.12
C  0.322  -5.720  1.830  -0.05
H  -2.051  -4.856  -0.421  0.10
H  -2.166  -7.316  -0.649  0.09
H  -0.687  -8.766  0.711  0.08
H  0.916  -7.726  2.293  0.09
H  1.023  -5.262  2.515  0.11

Results
Highest occupied orbital energy (spin up / spin down) ... -1.27 / -2.35 eV
E ... -164330.8408 eV
ΔE to the lowest compared entry with this formula, charge and spin ... 16.5 kcal per mole
Spin multiplicity ... 4
Total charge ... -2



Formula: C35H24IN9O8Ti
Source: the OMol25 dataset
Level of theory: ωB97M-V/def2-TZVPD

Each line ends with the Löwdin charge.
CARTESIAN COORDINATES (ANGSTROEM)
Ti  -0.512  0.848  -0.262  0.95
C  0.976  -2.639  -0.755  -0.14
N  1.612  -1.903  0.301  -0.02
C  1.201  -2.173  1.653  -0.13
C  0.095  -1.372  2.284  -0.29
N  -0.531  -0.313  1.859  0.11
C  -1.203  0.199  2.969  -0.19
C  -1.918  1.380  3.149  0.00
C  -2.451  1.631  4.401  -0.08
C  -2.282  0.747  5.469  -0.11
C  -1.543  -0.413  5.320  -0.04
C  -1.000  -0.650  4.067  -0.19
N  -0.203  -1.664  3.588  0.16
C  -0.448  -2.341  -1.133  -0.25
N  -1.040  -1.177  -1.227  0.12
C  -2.222  -1.398  -1.934  -0.19
C  -3.197  -0.514  -2.395  0.01
C  -4.262  -1.045  -3.102  -0.07
C  -4.380  -2.414  -3.351  -0.11
C  -3.414  -3.306  -2.915  -0.04
C  -2.338  -2.764  -2.227  -0.19
N  -1.202  -3.334  -1.696  0.16
H  1.035  -3.709  -0.518  0.12
H  1.571  -2.473  -1.659  0.14
H  1.656  -0.904  0.110  0.07
H  2.066  -1.976  2.298  0.13
H  0.963  -3.239  1.756  0.12
H  -2.027  2.093  2.347  0.09
H  -3.010  2.546  4.556  0.10
H  -2.712  0.987  6.434  0.09
H  -1.375  -1.093  6.148  0.10
H  0.308  -2.319  4.150  0.16
H  -3.111  0.549  -2.225  0.10
H  -5.022  -0.371  -3.476  0.10
H  -5.234  -2.785  -3.904  0.09
H  -3.483  -4.369  -3.110  0.10
H  -0.933  -4.298  -1.762  0.15
O  1.475  1.622  -5.935  0.11
C  1.086  1.442  -4.808  -0.26
C  -0.242  1.940  -4.248  -0.29
O  -1.101  2.516  -4.885  0.08
C  -0.212  1.536  -2.856  -0.25
C  0.979  0.864  -2.540  -0.26
O  1.114  0.482  -1.325  -0.13
C  1.807  0.681  -3.723  -0.29
O  2.825  0.024  -3.843  0.08
O  -1.060  1.638  -1.882  -0.24
N  -0.211  2.628  0.524  0.02
C  0.447  3.586  0.687  -0.30
N  1.067  4.673  0.774  0.10
C  1.574  5.452  1.676  -0.43
N  2.045  6.222  2.408  0.05
O  4.381  0.806  4.246  0.02
C  4.808  1.061  2.996  -0.28
C  6.160  1.327  2.774  -0.04
C  6.620  1.552  1.488  -0.12
C  5.749  1.515  0.405  -0.11
C  4.403  1.268  0.624  -0.01
C  3.919  1.048  1.908  -0.05
C  2.446  0.785  2.126  -0.55
O  2.094  0.467  3.306  -0.01
O  1.699  0.859  1.130  -0.07
H  3.392  0.610  4.119  0.05
H  6.831  1.348  3.624  0.10
H  7.673  1.758  1.330  0.09
H  6.117  1.683  -0.599  0.09
H  3.696  1.241  -0.196  0.12
I  -2.906  3.796  -0.746  0.94
C  -3.435  1.969  0.188  -0.74
C  -4.721  1.945  0.658  -0.23
C  -5.257  0.777  1.232  -0.14
C  -4.415  -0.353  1.213  -0.12
C  -3.145  -0.258  0.735  -0.21
N  -2.542  0.906  0.255  -0.15
H  -5.321  2.841  0.580  0.06
H  -6.261  0.747  1.631  0.07
H  -4.770  -1.310  1.578  0.09
H  -2.524  -1.141  0.742  0.09

Results
Highest occupied orbital energy (spin up / spin down) ... -0.33 / -3.01 eV
E ... -97697.0133 eV
Spin multiplicity ... 3
Total charge ... -2



Formula: C35H24N2O5OsSi
Source: the OMol25 dataset
Level of theory: ωB97M-V/def2-TZVPD

Each line ends with the Löwdin charge.
CARTESIAN COORDINATES (ANGSTROEM)
Os  -1.377  -0.144  -0.987  1.46
O  -5.964  -1.695  2.912  0.26
C  -5.188  -1.512  2.008  -0.17
C  -4.044  -2.428  1.605  -0.22
O  -3.895  -3.583  1.933  0.21
C  -3.189  -1.591  0.746  -0.28
C  -3.834  -0.359  0.448  -0.29
O  -3.228  0.491  -0.294  -0.12
C  -5.142  -0.284  1.102  -0.24
O  -6.012  0.552  1.009  0.20
O  -2.040  -1.822  0.276  -0.10
C  1.429  -4.702  -2.921  -0.09
C  1.920  -3.661  -3.697  -0.09
C  1.456  -2.378  -3.518  -0.03
C  0.484  -2.106  -2.542  -0.29
C  -0.029  -3.167  -1.784  -0.04
C  0.447  -4.447  -1.975  -0.08
N  0.038  -0.815  -2.347  -0.18
N  0.648  0.120  -3.045  0.06
C  0.079  1.333  -2.970  -0.32
C  0.564  2.400  -3.739  -0.02
C  -0.091  3.610  -3.704  -0.08
C  -1.221  3.781  -2.909  -0.09
C  -1.674  2.748  -2.097  -0.14
C  -1.045  1.515  -2.091  -0.28
H  1.804  -5.705  -3.055  0.10
H  2.674  -3.856  -4.444  0.10
H  1.826  -1.560  -4.114  0.10
H  -0.793  -2.989  -1.041  0.08
H  0.047  -5.253  -1.379  0.11
H  1.433  2.227  -4.356  0.11
H  0.264  4.429  -4.310  0.10
H  -1.750  4.720  -2.921  0.10
H  -2.541  2.908  -1.468  0.10
C  2.943  -3.254  0.645  -0.08
C  1.999  -3.119  1.648  -0.08
C  1.181  -2.004  1.691  -0.10
C  1.295  -1.000  0.734  -0.29
C  2.251  -1.150  -0.271  -0.14
C  3.071  -2.262  -0.312  -0.08
Si  0.139  0.536  0.753  0.73
C  -0.517  0.790  2.538  -0.26
C  -1.861  0.844  2.893  -0.10
C  -2.251  0.969  4.215  -0.08
C  -1.297  1.070  5.214  -0.08
C  0.046  1.059  4.877  -0.08
C  0.428  0.914  3.557  -0.10
C  1.220  2.086  0.408  -0.26
C  2.609  2.000  0.470  -0.10
C  3.401  3.121  0.299  -0.08
C  2.820  4.354  0.061  -0.09
C  1.440  4.457  0.008  -0.08
C  0.650  3.336  0.183  -0.10
H  3.572  -4.132  0.604  0.10
H  1.898  -3.890  2.398  0.10
H  0.449  -1.906  2.479  0.10
H  2.354  -0.387  -1.029  0.10
H  3.802  -2.362  -1.099  0.11
H  -2.621  0.800  2.128  0.07
H  -3.301  0.987  4.467  0.10
H  -1.598  1.161  6.247  0.10
H  0.796  1.159  5.649  0.11
H  1.478  0.897  3.305  0.11
H  3.079  1.048  0.662  0.09
H  4.476  3.032  0.353  0.10
H  3.439  5.228  -0.081  0.10
H  0.980  5.416  -0.175  0.10
H  -0.424  3.427  0.151  0.09

Results
Highest occupied orbital energy (spin up / spin down) ... -6.58 / -8.17 eV
E ... -60242.4263 eV
ΔE to the lowest compared entry with this formula, charge and spin ... 29.4 kcal per mole
Spin multiplicity ... 5
Total charge ... 0